DFT (ωB97M-V with the def2-TZVPD basis set) results for a structure of composition C24H30N2OS6V.

ORCA input file:
```
! RIJCOSX wB97M-V def2-TZVPD def2/J DEFGRID3
* xyz 0 2
V 0.920 0.519 1.066
C -2.734 0.609 2.582
C -3.283 2.004 2.332
S -2.845 2.652 0.698
C -1.718 3.992 1.164
C -0.758 4.284 0.023
S 0.518 3.016 -0.260
C 1.940 3.802 0.539
C 1.943 3.785 2.061
S 1.767 2.104 2.752
C 0.437 2.425 3.978
C -0.429 1.195 4.182
S -0.937 0.423 2.616
H -3.048 -0.071 1.789
H -3.122 0.207 3.521
H -2.933 2.709 3.088
H -4.371 1.972 2.407
H -1.162 3.677 2.044
H -2.292 4.888 1.409
H -0.247 5.233 0.192
H -1.309 4.384 -0.914
H 2.008 4.833 0.187
H 2.798 3.260 0.144
H 1.131 4.393 2.460
H 2.879 4.211 2.424
H -0.165 3.258 3.621
H 0.905 2.719 4.918
H -1.316 1.447 4.765
H 0.124 0.428 4.725
C -0.247 -2.888 -1.442
C -0.072 -1.998 -0.246
N 0.230 -0.751 -0.401
N 0.413 -0.348 -1.732
C 1.494 0.327 -1.886
S 2.633 0.749 -0.629
S 1.914 0.936 -3.477
C 0.590 0.238 -4.480
C 0.750 -1.194 -4.933
C 1.684 -2.062 -4.386
C 1.764 -3.380 -4.820
C 0.909 -3.847 -5.804
C -0.029 -2.985 -6.360
C -0.103 -1.672 -5.927
C -0.091 -2.572 1.104
C -0.894 -3.691 1.376
C -0.879 -4.332 2.594
C 0.000 -3.884 3.582
C 0.808 -2.796 3.349
C 0.761 -2.091 2.130
O 1.515 -1.015 2.015
H -0.819 -2.390 -2.222
H -0.701 -3.839 -1.184
H 0.738 -3.095 -1.868
H 0.514 0.896 -5.347
H -0.330 0.342 -3.903
H 2.360 -1.706 -3.617
H 2.501 -4.042 -4.382
H 0.973 -4.875 -6.139
H -0.700 -3.335 -7.134
H -0.835 -1.003 -6.367
H -1.567 -4.054 0.609
H -1.528 -5.178 2.775
H 0.047 -4.392 4.537
H 1.495 -2.431 4.102
*
```

Energy above the lowest of the compared OMol25 structures with the same formula, charge and spin, kJ/mol: 11.6
HOMO energy (spin up / spin down), Ha: -0.249 / -0.225
LUMO (spin up / spin down), eV: 0.17 / 0.17
Frontier orbital gap (spin up / spin down), eV: 6.93 / 6.29

DFT (ωB97M-V with the def2-TZVPD basis set) results for a structure of composition C11H10Br at a distorted geometry.

ORCA input file:
```
! RIJCOSX wB97M-V def2-TZVPD def2/J DEFGRID3
* xyz 0 2
Br 0.165 -0.424 0.278
H 1.823 1.016 4.414
C 1.854 0.036 4.992
C 1.603 -1.024 3.972
C 1.023 -2.268 4.243
C 0.695 -3.092 3.155
C 1.085 -2.731 1.819
C 0.394 -3.325 0.747
C -0.305 -4.518 0.950
C -0.504 -5.024 2.288
C -0.031 -4.288 3.369
C 1.994 -1.619 1.604
C 2.060 -0.732 2.691
H 2.916 -0.043 5.400
H 1.031 0.033 5.742
H 0.770 -2.642 5.247
H 0.385 -2.675 -0.181
H -0.698 -5.115 0.116
H -1.046 -5.980 2.476
H -0.171 -4.592 4.416
H 2.679 -1.344 0.736
H 2.468 0.259 2.509
*
```

Energy above the lowest of the compared OMol25 structures with the same formula, charge and spin, kJ/mol: 53.7
HOMO energy (spin up / spin down), Ha: -0.298 / -0.312
LUMO (spin up / spin down), eV: -0.08 / -2.32
Frontier orbital gap (spin up / spin down), eV: 8.02 / 6.17

DFT (ωB97M-V with the def2-TZVPD basis set) results for a cluster of 2 separate species, C6H4BrO2S in total at a distorted geometry.

ORCA input file:
```
! RIJCOSX wB97M-V def2-TZVPD def2/J DEFGRID3
* xyz -1 1
C -2.202 0.682 0.607
C -0.836 0.978 0.534
C -2.649 -0.137 -0.379
C -0.186 0.383 -0.541
C 3.006 -1.776 0.692
C 1.152 0.280 -0.861
O 2.807 -2.524 -0.158
O 3.271 -1.089 1.568
S -1.358 -0.557 -1.483
Br 2.335 1.671 -0.207
H -2.845 1.051 1.393
H -0.323 1.599 1.248
H -3.631 -0.528 -0.566
H 1.460 -0.032 -1.847
*
```

Energy above the lowest of the compared OMol25 structures with the same formula, charge and spin, kJ/mol: 0.0
HOMO energy, Ha: -0.068
LUMO, eV: 3.30
Frontier orbital gap, eV: 5.14

DFT (ωB97M-V with the def2-TZVPD basis set) results for a structure of composition C42H36BrGeN5O2SSeTi.

ORCA input file:
```
! RIJCOSX wB97M-V def2-TZVPD def2/J DEFGRID3
* xyz 2 1
Ti 0.291 0.682 1.996
C -1.972 -0.843 5.898
N -0.564 -1.029 5.539
C 0.192 -2.152 5.816
C 1.438 -1.929 5.353
N 1.435 -0.661 4.798
C 0.197 -0.124 4.911
S -0.318 1.408 4.346
C 2.575 0.060 4.349
C 3.710 0.055 5.138
C 4.801 0.795 4.715
C 4.694 1.521 3.542
C 3.510 1.468 2.830
N 2.454 0.734 3.203
H -2.216 -1.561 6.675
H -2.599 -1.001 5.024
H -2.113 0.164 6.277
H -0.228 -3.007 6.315
H 2.315 -2.551 5.354
H 3.721 -0.493 6.069
H 5.708 0.817 5.304
H 5.511 2.125 3.175
H 3.415 2.018 1.907
Br -6.332 -0.084 1.360
C -4.483 0.152 1.582
C -3.902 1.378 1.298
C -2.532 1.544 1.465
C -1.740 0.483 1.896
C -2.339 -0.746 2.172
C -3.706 -0.910 2.025
H -4.511 2.200 0.945
H -2.113 2.511 1.212
H -1.752 -1.595 2.507
H -4.169 -1.864 2.237
O 0.319 -0.228 0.212
C 0.557 -1.332 0.787
O 0.747 -1.229 2.062
C 0.568 -2.605 0.036
C 0.796 -2.437 -1.469
Ge -0.384 -1.337 -2.676
C 0.076 0.578 -2.749
C -0.605 1.504 -1.956
C -0.387 2.870 -2.091
C 0.510 3.341 -3.043
C 1.191 2.438 -3.843
C 0.975 1.072 -3.693
C -2.281 -1.430 -2.237
C -2.859 -2.277 -1.292
C -4.233 -2.297 -1.085
C -5.060 -1.463 -1.821
C -4.507 -0.614 -2.768
C -3.136 -0.602 -2.972
C -0.036 -2.110 -4.418
C -1.078 -2.570 -5.221
C -0.823 -3.143 -6.459
C 0.482 -3.270 -6.911
C 1.533 -2.826 -6.120
C 1.273 -2.254 -4.885
H -0.408 -3.052 0.240
H 1.289 -3.272 0.518
H 0.768 -3.436 -1.909
H 1.819 -2.086 -1.637
H -1.346 1.157 -1.243
H -0.958 3.572 -1.492
H 0.654 4.407 -3.177
H 1.865 2.794 -4.613
H 1.481 0.393 -4.372
H -2.255 -2.973 -0.727
H -4.663 -2.980 -0.361
H -6.130 -1.485 -1.666
H -5.147 0.030 -3.358
H -2.727 0.068 -3.722
H -2.105 -2.484 -4.882
H -1.644 -3.492 -7.071
H 0.680 -3.717 -7.876
H 2.553 -2.930 -6.466
H 2.115 -1.928 -4.280
Se 0.167 4.094 1.951
N 0.817 2.521 1.279
C 1.736 2.822 0.350
C 2.479 1.908 -0.439
C 3.399 2.413 -1.304
C 3.652 3.816 -1.448
C 2.948 4.722 -0.734
C 1.961 4.240 0.182
N 1.229 5.034 0.936
H 2.291 0.847 -0.393
H 3.962 1.727 -1.924
H 4.406 4.137 -2.153
H 3.097 5.789 -0.826
*
```

Energy above the lowest of the compared OMol25 structures with the same formula, charge and spin, kJ/mol: 33.2
HOMO energy, Ha: -0.469
LUMO, eV: -7.29
Frontier orbital gap, eV: 5.48

DFT (ωB97M-V with the def2-TZVPD basis set) results for a cluster of 2 separate species, C14H16 in total at a distorted geometry.

ORCA input file:
```
! RIJCOSX wB97M-V def2-TZVPD def2/J DEFGRID3
* xyz 0 1
C -2.288 -0.655 -1.237
C 0.424 -2.998 -0.364
C -0.805 -2.506 -0.450
C 1.454 -2.714 -1.286
C -1.083 -1.521 -1.426
C 1.090 -1.854 -2.297
C -0.132 -1.280 -2.419
H 0.638 -3.567 0.555
H -1.586 -2.715 0.288
H 2.478 -3.061 -1.139
H 1.839 -1.741 -3.017
H -2.601 -0.650 -0.203
H -3.238 -0.965 -1.541
H -0.405 -0.632 -3.259
H -2.156 0.444 -1.624
C -1.699 2.031 0.871
C 1.669 2.416 2.391
C 2.429 1.592 1.642
C 0.274 2.488 2.297
C -0.245 1.865 1.147
C 1.854 0.769 0.680
C 0.489 0.904 0.411
H 2.115 3.042 3.142
H 3.504 1.595 1.737
H -0.193 3.073 3.019
H 2.359 -0.094 0.524
H -2.304 2.600 1.502
H -2.170 1.259 0.396
H 0.047 0.182 -0.337
H -1.756 2.693 -0.004
*
```

Energy above the lowest of the compared OMol25 structures with the same formula, charge and spin, kJ/mol: 215.5
HOMO energy, Ha: -0.319
LUMO, eV: 0.95
Frontier orbital gap, eV: 9.63
SMILES: Cc1ccccc1.Cc1ccccc1

DFT (ωB97M-V with the def2-TZVPD basis set) results for a cluster of 8 separate species, C22H65N9O8 in total at a distorted geometry.

ORCA input file:
```
! RIJCOSX wB97M-V def2-TZVPD def2/J DEFGRID3
* xyz 1 2
C -12.114 -8.324 -22.201
O -11.659 -9.409 -22.479
N -13.044 -7.694 -22.877
N -11.539 -7.669 -21.293
H -13.409 -8.071 -23.741
H -13.200 -6.708 -22.722
H -11.923 -6.859 -20.828
H -10.630 -7.971 -20.971
C -12.725 -12.765 -20.942
O -13.262 -13.597 -20.214
N -11.726 -13.210 -21.695
N -12.906 -11.483 -21.011
H -11.334 -14.120 -21.501
H -11.147 -12.583 -22.236
H -12.344 -10.957 -21.665
H -13.677 -11.038 -20.534
C -11.639 -17.423 -26.879
C -11.987 -16.025 -26.518
C -10.739 -15.340 -26.004
O -10.221 -15.833 -24.750
C -8.981 -15.349 -24.245
N -12.583 -15.344 -27.684
H -12.448 -17.820 -27.492
H -11.542 -18.006 -25.963
H -10.746 -17.437 -27.504
H -12.779 -15.995 -25.770
H -10.974 -14.281 -25.897
H -9.968 -15.361 -26.775
H -8.265 -14.944 -24.960
H -8.450 -16.199 -23.816
H -9.135 -14.568 -23.500
H -11.966 -15.368 -28.483
H -13.415 -15.812 -28.016
C -7.917 -6.299 -20.304
C -7.612 -5.615 -21.682
C -8.570 -5.916 -22.870
O -8.549 -7.290 -23.197
C -9.288 -7.566 -24.427
N -7.626 -4.178 -21.280
H -8.881 -5.964 -19.921
H -7.125 -5.998 -19.618
H -7.999 -7.385 -20.271
H -6.601 -5.923 -21.948
H -8.307 -5.285 -23.719
H -9.581 -5.559 -22.673
H -8.947 -6.923 -25.239
H -10.348 -7.439 -24.210
H -9.287 -8.618 -24.711
H -6.652 -3.917 -21.210
H -8.041 -3.704 -22.068
C -8.140 -11.584 -27.778
C -8.801 -12.978 -27.675
C -10.037 -13.071 -28.579
O -11.051 -12.074 -28.258
C -12.158 -11.934 -29.210
N -7.794 -13.933 -27.909
H -7.437 -11.457 -28.601
H -7.417 -11.436 -26.976
H -8.823 -10.742 -27.661
H -9.234 -13.237 -26.709
H -10.526 -14.045 -28.561
H -9.710 -12.886 -29.603
H -12.969 -12.654 -29.103
H -11.736 -12.086 -30.203
H -12.654 -10.973 -29.072
H -8.126 -14.842 -27.619
H -7.555 -13.966 -28.890
C -12.227 -10.022 -25.858
C -12.876 -11.161 -25.133
C -14.480 -11.156 -25.166
O -15.068 -12.405 -24.830
C -15.483 -12.722 -23.503
N -12.309 -12.381 -25.628
H -12.384 -9.028 -25.437
H -12.780 -10.168 -26.786
H -11.144 -10.089 -25.960
H -12.535 -11.102 -24.100
H -14.808 -10.920 -26.178
H -14.991 -10.424 -24.540
H -14.741 -13.083 -22.791
H -16.250 -13.493 -23.575
H -15.817 -11.838 -22.961
H -12.945 -13.125 -25.379
H -12.386 -12.358 -26.634
C -4.163 -8.151 -20.672
C -5.250 -9.203 -20.353
C -6.147 -9.574 -21.636
O -7.141 -10.474 -21.183
C -8.469 -10.295 -21.731
N -4.658 -10.423 -19.835
H -4.596 -7.231 -21.066
H -3.600 -8.564 -21.509
H -3.557 -7.936 -19.791
H -5.992 -8.920 -19.606
H -5.645 -10.212 -22.364
H -6.697 -8.729 -22.050
H -8.438 -10.388 -22.816
H -8.756 -9.264 -21.525
H -9.191 -11.051 -21.422
H -5.379 -11.122 -19.948
H -3.947 -10.721 -20.487
O -10.191 -11.830 -23.898
H -10.427 -10.951 -23.601
H -10.831 -12.035 -24.579
*
```

Energy above the lowest of the compared OMol25 structures with the same formula, charge and spin, kJ/mol: 0.0
HOMO energy (spin up / spin down), Ha: -0.395 / -0.395
LUMO (spin up / spin down), eV: -2.23 / -8.24
Frontier orbital gap (spin up / spin down), eV: 8.51 / 2.50